Entry 1:
# C6H9NOS

The molecule C6H9NOS in a non-equilibrium geometry (wB97M-V/def2-TZVPD, the OMol25 dataset).

```
18
Properties=species:S:1:pos:R:3:forces:R:3
C -0.6971 0.9697 -0.0115 -2.4 1.1 0.1
C 0.2036 -0.0326 -0.1025 1.4 -2.4 -0.4
C -2.0771 0.5697 0.0228 3.6 -0.2 -0.2
C -0.3628 2.4277 0.0464 -0.2 -0.4 0.1
C 1.6792 0.0587 -0.2025 -0.3 -0.2 0.1
C 0.2582 -2.5778 0.1568 0.0 -0.4 -0.1
N -0.4306 -1.3592 -0.1639 -0.4 2.5 0.5
O -3.0779 1.2384 0.0489 -2.6 1.2 0.2
S -2.1139 -1.2367 -0.0118 0.0 -1.4 -0.2
H 0.0005 2.7773 -0.9180 0.1 0.1 -0.1
H 0.4042 2.6146 0.7971 0.1 0.0 0.0
H -1.2579 2.9861 0.3017 0.0 0.1 0.0
H 2.1568 -0.1839 0.7467 0.4 0.0 0.1
H 1.9608 1.0722 -0.4780 0.1 0.0 0.0
H 2.0525 -0.6253 -0.9627 0.3 0.0 -0.1
H 1.2643 -2.3592 0.5047 0.0 0.1 -0.1
H -0.2750 -3.1096 0.9466 0.0 0.0 0.0
H 0.3124 -3.2300 -0.7207 0.0 0.0 0.1
```
Positions in Å, forces in eV/Å.

net charge: 0
spin multiplicity: 3
LUMO level (alpha / beta): 0.6 / -2.2 eV
<S²>: 2.01
HOMO-LUMO gap (alpha / beta): 5.50 / 6.67 eV


Entry 2:
# C6H9NP2S

A structure of composition C6H9NP2S in a non-equilibrium geometry (wB97M-V/def2-TZVPD, the OMol25 dataset).

```
19
Properties=species:S:1:pos:R:3:forces:R:3
C -1.7414 -2.9944 -0.3629 0.0 0.0 0.0
C -2.5874 -1.9753 -0.7922 -0.1 0.0 0.0
C -0.4848 -2.6819 0.1106 0.1 0.2 0.0
C -2.1318 -0.6736 -0.7171 -0.1 -0.3 0.0
C -0.1192 -1.3331 0.1520 -0.3 -0.2 -0.1
C 1.2385 1.1526 0.7521 0.2 -2.3 0.1
N -0.9323 -0.3729 -0.2470 0.1 -0.8 0.1
P -0.1333 1.7893 -0.3330 -0.1 1.2 0.1
P 2.8988 1.7702 0.1899 -0.4 -0.3 -0.2
S 1.4441 -0.8480 0.7340 0.2 2.1 0.2
H -2.0633 -4.0274 -0.3923 0.0 0.0 0.0
H -3.5721 -2.1907 -1.1752 -0.1 0.0 0.0
H 0.2096 -3.4367 0.4452 0.0 -0.1 0.0
H -2.7210 0.1740 -1.0364 -0.2 0.1 -0.1
H 1.0354 1.3483 1.8061 0.0 0.1 -0.2
H 0.3837 1.2984 -1.5289 0.0 -0.2 -0.4
H 0.6071 3.0083 -0.5364 0.2 0.2 0.0
H 3.5968 1.2841 1.2997 0.4 -0.2 0.3
H 2.7415 3.0251 0.7766 0.0 0.5 0.1
```
Positions in Å, forces in eV/Å.

net charge: 0
LUMO level: 0.7 eV
HOMO-LUMO gap: 8.92 eV


Entry 3:
# C6H9NS

The molecule C6H9NS in a non-equilibrium geometry (wB97M-V/def2-TZVPD, the OMol25 dataset).

```
17
Properties=species:S:1:pos:R:3:forces:R:3
C -0.9906 1.5108 0.1729 -2.3 0.3 -0.9
C -0.0127 -1.7695 -1.7148 -0.5 1.8 -4.2
C 0.3537 -1.7164 -0.4502 -0.8 0.8 0.6
C -1.3485 0.0430 0.3608 0.1 -0.3 0.4
C -0.1510 -0.8326 0.5459 -0.9 1.9 -3.6
C 1.3202 1.1858 0.2347 -4.1 -0.3 3.2
N 0.1728 1.9075 0.0392 1.9 1.2 -0.3
S 2.0565 1.2137 1.7808 1.0 0.0 1.2
H -1.7993 2.2895 -0.0298 0.8 -1.2 0.5
H 0.4517 -2.2539 -2.5971 0.1 -0.6 1.3
H -0.6084 -0.9346 -2.2273 0.2 -1.1 1.4
H 1.0784 -2.3402 -0.0281 1.1 -1.3 0.1
H -2.1254 -0.0608 1.1219 0.4 0.2 0.6
H -1.9334 -0.3006 -0.4762 0.0 0.2 -1.0
H 0.0955 -1.1393 1.4545 1.0 -0.7 4.1
H 1.8793 0.8609 -0.5213 2.1 -1.0 -3.2
H 1.5612 2.3367 2.3342 -0.1 0.0 -0.4
```
Positions in Å, forces in eV/Å.

net charge: 0
LUMO level (alpha / beta): 0.0 / 0.5 eV
HOMO-LUMO gap (alpha / beta): 6.71 / 7.76 eV


Entry 4:
# C6H9NS

A structure of composition C6H9NS in a non-equilibrium geometry (wB97M-V/def2-TZVPD, the OMol25 dataset).

```
17
Properties=species:S:1:pos:R:3:forces:R:3
C 0.5462 1.6517 -0.0622 -2.0 -2.8 0.4
C -0.0389 0.6670 1.0591 -0.7 0.1 -0.7
C 0.8436 -0.6549 1.1068 -1.6 -0.3 -0.8
C 0.2592 -1.5434 -0.1150 2.0 -1.7 3.4
C -0.2041 0.7658 -1.1035 2.8 -0.3 0.2
C -1.3040 0.5723 -0.0619 3.5 -0.3 0.0
H -0.2981 0.8859 2.1279 0.2 0.8 -1.2
H 0.7586 -1.0739 2.1478 0.0 0.0 -1.2
H 1.9145 -0.4117 0.9066 -0.9 -0.3 0.1
H 0.7929 -2.8226 0.1384 -0.9 4.0 -1.9
H -0.8278 -1.8650 0.0475 1.5 0.9 -0.3
H -0.1777 -1.1567 -2.0604 3.1 2.2 2.1
H -0.2887 1.3199 -2.0755 -0.3 -1.1 0.7
H -1.8180 1.4739 -0.1222 -1.6 1.2 0.7
H -1.7839 -0.3273 -0.3652 -1.1 -0.5 0.8
N 0.5832 -0.6079 -1.2871 -4.8 -3.0 -2.5
S 1.0429 3.1270 -0.2810 0.7 1.0 0.4
```
Positions in Å, forces in eV/Å.

net charge: 0
LUMO level: 0.1 eV
HOMO-LUMO gap: 8.53 eV


Entry 5:
# C6H9NS

The molecule C6H9NS in a non-equilibrium geometry (wB97M-V/def2-TZVPD, the OMol25 dataset).

```
17
Properties=species:S:1:pos:R:3:forces:R:3
C -2.0071 0.1029 0.3228 -3.0 2.4 0.0
C -1.1509 -0.9944 0.1465 1.9 0.4 -0.3
C -1.6929 1.4323 0.0915 -2.9 -2.6 0.9
C 0.1412 -0.7579 0.2512 2.6 0.1 -0.1
C -0.3771 1.8370 -0.3203 2.6 0.6 -0.7
C 1.2967 -1.7145 0.0288 1.5 2.7 -2.2
N 2.1448 1.2001 -0.1506 -2.3 -0.2 -2.0
S 0.8587 1.0050 0.7204 -1.1 -0.9 -0.5
H -3.0635 -0.2291 0.5634 1.1 1.1 -0.3
H -1.4725 -1.9274 -0.2493 -0.5 -0.8 0.1
H -2.5533 2.0875 0.0749 0.2 0.4 0.2
H -0.1647 1.3086 -1.2689 0.1 0.5 -0.1
H -0.0168 2.9232 -0.4045 -1.1 -1.6 0.3
H 2.2481 -1.1267 0.3298 -1.3 -1.2 -0.5
H 1.4725 -1.9591 -1.1058 -0.5 0.3 2.1
H 1.1912 -2.5736 0.6079 -0.1 -1.6 0.8
H 2.8857 1.2302 0.4449 2.8 0.2 2.1
```
Positions in Å, forces in eV/Å.

net charge: 0
LUMO level: 0.5 eV
HOMO-LUMO gap: 8.87 eV


Entry 6:
# C6H9O

The ion C6H9O with charge +1 in a non-equilibrium geometry (wB97M-V/def2-TZVPD, the OMol25 dataset).

```
16
Properties=species:S:1:pos:R:3:forces:R:3
C 1.5999 1.0719 0.2204 -2.7 -3.7 -0.5
C 0.3518 1.3829 -0.1043 -0.6 1.2 -0.5
C -2.7787 -0.0066 0.0414 0.0 0.3 -0.5
C 1.8290 -0.4289 0.2785 2.0 1.2 2.0
C 0.4455 -1.0225 0.0267 1.2 0.4 0.4
C -0.4998 0.1057 -0.3376 2.0 1.1 -1.9
O -1.6387 0.0418 0.5023 -1.5 0.6 1.3
H 2.3714 1.6573 0.4715 2.5 2.6 0.5
H 0.0764 2.4601 -0.3251 -0.3 -1.6 0.4
H -3.5193 0.2133 0.7532 -1.3 -0.2 1.0
H -3.0651 -0.1536 -1.0171 0.7 0.0 0.3
H 2.8005 -0.6561 -0.2899 -1.9 -0.3 0.2
H 2.1193 -0.6719 1.3624 -0.2 0.3 -1.4
H 0.4917 -1.6567 -0.7842 -0.1 -1.8 -1.6
H 0.2631 -1.5786 0.9409 -1.0 0.0 -0.2
H -0.9780 0.0755 -1.3515 1.0 -0.2 0.5
```
Positions in Å, forces in eV/Å.

net charge: +1
LUMO level: -6.2 eV
HOMO-LUMO gap: 7.61 eV